Below is a molecular structure, C5H12OS in a non-equilibrium geometry, with properties calculated with wB97M-V/def2-TZVPD.

Last column: natural (NBO) charge in e.
Element x y z (Å)
C -1.917 1.299 0.698  -0.65
C -0.512 -1.563 0.317  -0.66
C 2.724 -0.574 -0.040  -0.81
C -1.371 1.002 -0.661  -0.33
C -0.017 -0.432 -0.525  -0.40
O 1.540 1.722 -0.525  -1.00
S 1.297 0.550 0.320  1.24
H -2.348 0.411 1.160  0.20
H -1.142 1.700 1.346  0.21
H -2.711 2.041 0.609  0.22
H -1.426 -1.986 -0.094  0.22
H -0.706 -1.218 1.331  0.22
H 0.230 -2.359 0.374  0.21
H 2.516 -1.569 0.335  0.22
H 3.591 -0.160 0.471  0.23
H 2.905 -0.577 -1.110  0.23
H -0.792 1.798 -1.103  0.23
H -2.092 0.573 -1.347  0.19
H 0.229 -0.658 -1.554  0.22

The calculation puts the largest force on an atom at 4.1 eV/A. For the electronic energy, the calculation gives -671.05830 hartree. Its frontier orbital gap is 9.76 eV. Its LUMO energy is 0.896 eV. For the energy above the lowest of the compared OMol25 structures with the same formula, charge and spin, the calculation gives 47.0 kcal/mol.

---

Below is 2 unconnected molecules or ions with the total composition C5H12OS2 in a non-equilibrium geometry, with properties calculated with wB97M-V/def2-TZVPD.

Last column: natural (NBO) charge in e.
Element x y z (Å)
C 0.753 1.081 0.634  -0.74
C -2.008 1.788 0.109  -0.37
C -3.099 2.379 -0.734  -0.62
C -2.241 0.267 -0.148  -0.63
C 2.375 -1.774 0.140  0.31
H 0.868 0.042 0.214  0.25
H 1.810 1.629 0.553  0.22
H 0.270 1.115 1.649  0.21
H -1.964 2.166 1.170  0.22
H -2.947 3.597 -0.974  0.21
H -4.117 2.321 -0.230  0.22
H -3.264 1.814 -1.692  0.22
H -1.495 -0.306 0.404  0.20
H -3.246 -0.145 0.169  0.21
H -1.936 0.014 -1.167  0.22
H 0.673 -3.310 0.124  0.14
H 3.402 -1.404 0.513  0.16
O 1.562 -1.068 -0.336  -0.54
S -0.339 2.138 -0.499  0.14
S 1.886 -3.478 0.621  -0.05

The calculation puts the largest force on an atom at 4.3 eV/A. For the electronic energy, the calculation gives -1069.22099 hartree. Its SMILES is CSC(C)C.O=CS. Its frontier orbital gap is 8.36 eV. Its LUMO energy is 0.390 eV. For the energy above the lowest of the compared OMol25 structures with the same formula, charge and spin, the calculation gives 62.2 kcal/mol.

---

Below is a single C5H12S molecule in a non-equilibrium geometry, with properties calculated with wB97M-V/def2-TZVPD.

Last column: natural (NBO) charge in e.
Element x y z (Å)
C 0.158 -1.585 1.170  -0.61
C 0.569 -0.119 1.250  -0.41
C -0.603 0.843 1.097  -0.42
C -1.087 0.986 -0.342  -0.53
S 0.133 1.720 -1.488  0.19
C 0.808 0.300 -2.317  -0.76
H -0.327 -1.821 0.219  0.20
H 0.981 -2.301 1.242  0.21
H -0.479 -1.882 2.009  0.20
H 1.383 0.056 0.543  0.20
H 1.130 -0.014 2.185  0.21
H -0.499 1.827 1.544  0.22
H -1.402 0.328 1.646  0.20
H -1.498 0.057 -0.752  0.21
H -1.973 1.623 -0.415  0.23
H 1.633 -0.229 -1.848  0.21
H 1.100 0.598 -3.319  0.23
H -0.028 -0.387 -2.425  0.21

The calculation puts the largest force on an atom at 1.4 eV/A. For the electronic energy, the calculation gives -595.87658 hartree. Its SMILES is CCCCSC. Its frontier orbital gap is 9.52 eV. Its LUMO energy is 1.044 eV. For the energy above the lowest of the compared OMol25 structures with the same formula, charge and spin, the calculation gives 3.4 kcal/mol.

---

Below is 2 unconnected molecules or ions with the total composition C5H12S in a non-equilibrium geometry, with properties calculated with wB97M-V/def2-TZVPD.

Last column: natural (NBO) charge in e.
Element x y z (Å)
C -0.496 1.991 -0.492  -0.77
S -0.214 2.054 1.268  0.20
C -1.773 1.390 1.875  -0.76
H -1.233 2.711 -0.834  0.21
H -0.648 1.031 -0.983  0.22
H 0.430 2.356 -0.946  0.23
H -2.369 2.130 2.414  0.22
H -2.309 0.953 1.041  0.22
H -1.666 0.576 2.602  0.22
C 1.437 -2.112 0.294  -0.67
C 1.580 -1.477 -1.055  -0.16
C 0.545 -1.253 -1.847  -0.42
H 0.599 -1.670 0.848  0.22
H 1.032 -3.133 0.339  0.22
H 2.320 -2.114 0.931  0.22
H 2.600 -1.197 -1.301  0.20
H 0.530 -0.454 -2.571  0.20
H -0.365 -1.783 -1.583  0.19

The calculation puts the largest force on an atom at 1.8 eV/A. For the electronic energy, the calculation gives -595.82727 hartree. Its SMILES is C=CC.CSC. Its frontier orbital gap is 9.45 eV. Its LUMO energy is 0.982 eV. For the energy above the lowest of the compared OMol25 structures with the same formula, charge and spin, the calculation gives 34.4 kcal/mol.

---

Below is 2 unconnected molecules or ions with the total composition C5H12S2 in a non-equilibrium geometry, with properties calculated with wB97M-V/def2-TZVPD.

Last column: natural (NBO) charge in e.
Element x y z (Å)
C -1.824 -1.419 0.443  -0.42
C -1.866 -1.474 -1.077  -0.63
C -1.920 -0.029 1.156  -0.67
S -1.454 1.421 0.274  0.53
S 1.894 -0.903 -0.197  0.39
C 1.885 0.827 -0.586  -0.58
C 3.232 1.498 -0.332  -0.63
H -0.970 -1.975 0.862  0.23
H -2.666 -1.990 0.822  0.24
H -1.012 -1.999 -1.433  0.23
H -1.727 -0.491 -1.525  0.21
H -2.757 -1.945 -1.446  0.24
H -2.954 0.108 1.498  0.33
H -1.255 -0.013 2.044  0.30
H 1.510 0.892 -1.601  0.27
H 1.091 1.177 0.143  0.25
H 3.437 1.558 0.734  0.23
H 3.173 2.541 -0.593  0.24
H 4.023 0.940 -0.819  0.25

The calculation puts the largest force on an atom at 1.8 eV/A. For the electronic energy, the calculation gives -993.60827 hartree. Its frontier orbital gap (alpha / beta) is 4.19 / 5.76 eV. Its spin multiplicity is 2. Its LUMO energy (alpha / beta) is -9.663 / -8.074 eV. Its total charge is +1. The expectation value of S² is 0.79. For the energy above the lowest of the compared OMol25 structures with the same formula, charge and spin, the calculation gives 114.7 kcal/mol.

---

Below is a molecular structure, C5H12Se2 in a non-equilibrium geometry, with properties calculated with wB97M-V/def2-TZVPD.

Last column: natural (NBO) charge in e.
Element x y z (Å)
C 1.900 -0.097 1.097  -0.58
C 1.116 -0.597 -1.114  -0.62
C 0.217 1.538 -0.218  -0.50
C -0.627 -0.398 0.698  -0.52
C 0.689 0.144 0.133  -0.10
Se -1.707 0.986 -0.177  0.22
Se -5.605 -0.130 -0.335  -0.17
H 1.799 0.663 2.033  0.19
H 1.950 -1.050 1.557  0.22
H 2.796 0.153 0.667  0.21
H 0.383 -0.578 -1.921  0.22
H 1.916 -0.125 -1.630  0.21
H 1.165 -1.696 -1.028  0.21
H 0.499 2.011 -1.110  0.21
H 0.498 2.327 0.451  0.21
H -0.766 -1.372 0.387  0.21
H -0.503 -0.309 1.824  0.22
H -5.367 1.220 0.125  0.10
H -4.630 -0.320 0.587  0.08

The calculation puts the largest force on an atom at 5.6 eV/A. For the electronic energy, the calculation gives -5000.47335 hartree. Its frontier orbital gap is 8.99 eV. Its LUMO energy is 0.614 eV. For the energy above the lowest of the compared OMol25 structures with the same formula, charge and spin, the calculation gives 14.6 kcal/mol.